Molecular formula: C36H89N5
Method: DFT, the ωB97M-V functional and the def2-TZVPD basis

Structure (XYZ):
```
130
Properties=species:S:1:pos:R:3:forces:R:3:mulliken_charge:R:1
C -2.98227 2.13274 -3.36144 -1.5 3.4 2.8 -1.42
C -1.58300 2.63460 -3.23077 0.4 -0.1 -4.1 -0.03
N -1.30147 4.01533 -3.43526 -2.2 4.4 0.7 0.06
C -2.07100 5.00992 -2.55330 1.8 -3.9 2.7 -1.20
C -1.51436 4.82481 -1.09551 -2.4 -0.5 -2.9 -1.52
C 0.07948 4.40897 -3.60091 1.7 0.8 0.1 -0.14
C 0.43512 3.96041 -5.07284 -0.9 -0.7 3.0 -1.67
H -3.55088 2.74049 -4.02347 -0.2 0.4 -1.3 0.49
H -3.59237 2.30594 -2.43099 0.7 -0.6 -0.4 0.32
H -3.00734 1.15332 -3.63921 -0.2 -2.7 -0.7 0.09
H -1.12333 2.14981 -4.13899 0.3 0.2 0.9 -0.09
H -1.09488 2.27367 -2.41465 1.4 -1.4 2.7 0.66
H -3.09492 4.68130 -2.39385 -0.3 0.2 -0.9 0.32
H -1.98090 6.04861 -2.62404 0.2 1.5 -1.9 0.56
H -1.66555 3.84092 -0.85230 -1.2 -2.6 1.0 0.52
H -2.02386 5.44785 -0.47066 -1.2 1.7 2.1 0.63
H -0.52818 4.82659 -0.95247 4.2 1.2 0.1 0.57
H 0.80545 3.87713 -2.84270 -1.2 0.8 -1.2 0.16
H 0.27549 5.65709 -3.34750 -0.9 -3.7 -1.1 0.29
H 0.96164 3.05520 -5.18365 0.0 -2.1 0.8 0.45
H 1.17288 4.45704 -5.50745 3.0 3.6 -1.8 0.53
H -0.38763 3.93027 -5.71522 -1.5 0.2 -0.7 0.39
C 5.20166 -0.80914 8.16673 0.0 2.7 -4.7 -1.37
C 4.30659 -1.92913 7.61590 2.2 1.4 0.8 -0.52
N 4.11299 -1.84742 6.17773 -0.1 -1.7 0.6 0.14
C 3.79444 -3.19201 5.65166 -0.3 -2.2 0.2 -0.73
C 2.41161 -3.86063 6.10434 7.3 -1.0 3.6 -1.12
C 3.19817 -0.77522 5.77855 -0.7 -0.7 -2.0 -0.45
C 3.00515 -0.73252 4.19641 0.4 0.2 0.6 -0.90
H 4.52777 0.18551 8.12761 2.2 -1.7 -0.3 0.25
H 6.29761 -0.78252 7.59830 -3.1 0.4 1.3 0.23
H 5.36634 -0.93251 9.15370 0.7 -0.7 3.4 0.54
H 3.49692 -1.88660 8.30091 -1.9 0.0 0.0 0.33
H 4.84812 -2.77182 7.99715 0.2 -1.3 -0.9 0.48
H 4.48879 -4.07391 5.90810 0.0 2.1 0.5 0.34
H 3.96871 -3.24136 4.56750 -0.8 0.5 0.1 0.38
H 2.30264 -3.86972 7.22492 0.5 -0.6 -1.1 0.29
H 2.31294 -4.74776 5.59203 0.1 -2.6 -0.5 0.51
H 1.69058 -3.36422 5.80644 -7.1 5.3 -2.9 0.22
H 3.63371 0.19037 6.05035 -0.1 -0.2 0.2 0.42
H 2.17387 -0.86898 6.19784 0.4 0.0 0.3 0.29
H 4.04850 -0.67956 3.77046 -1.2 0.2 0.1 0.38
H 2.36101 0.15829 3.96224 0.9 -0.6 0.0 0.25
H 2.48115 -1.59410 3.71302 0.5 0.4 0.8 0.01
C 0.71496 3.12873 1.73269 -2.1 5.8 -0.9 -1.39
C -0.03168 3.76847 2.93208 0.5 -2.2 0.3 -0.08
N 0.52008 5.06571 3.16101 -0.9 2.0 0.6 0.16
C -0.59210 5.98656 3.56260 6.2 1.4 4.1 -1.04
C -0.96433 5.83662 5.06121 1.9 3.4 0.4 -1.08
C 1.77970 5.15309 3.90232 0.0 0.2 -1.1 -0.51
C 2.44070 6.56972 4.01493 1.4 -3.0 4.7 -1.40
H 0.34554 2.23475 1.45603 -2.3 -2.8 -1.5 0.31
H 1.70447 2.86470 1.81182 2.7 0.3 1.0 0.45
H 0.59721 4.06706 1.00742 0.5 -2.7 0.5 0.17
H 0.29828 3.05196 3.77837 -1.6 0.8 -0.3 0.11
H -1.23308 3.89213 2.69806 3.2 -0.9 0.8 0.27
H -1.17802 5.74766 2.82438 -4.6 -0.7 -3.2 0.69
H -0.17110 6.99502 3.34282 -0.7 -0.3 0.4 0.43
H -1.24545 4.89032 5.32529 -1.5 -2.5 0.4 0.36
H -1.67442 6.64064 5.35904 0.1 -0.9 -0.1 0.36
H -0.06348 5.98035 5.81338 -1.3 0.1 -1.9 0.22
H 2.38039 4.44559 3.36902 1.1 0.0 -0.7 0.45
H 1.74880 4.63721 4.83741 -0.5 0.1 1.5 0.45
H 3.57669 6.49423 4.40912 -2.7 -0.1 -0.6 0.32
H 1.88506 7.21534 4.70996 0.2 -0.2 -0.1 0.30
H 2.54181 7.04976 3.15909 0.1 2.0 -4.3 0.44
C 2.06118 -2.88802 0.76385 -3.5 4.6 -1.6 -1.70
C 0.81442 -3.60378 0.09606 0.6 5.1 -3.3 -0.39
N 1.02618 -4.34878 -1.17860 0.3 -0.6 0.5 0.17
C -0.06854 -5.35222 -1.42297 3.0 -1.8 2.7 -0.36
C 0.06960 -6.56915 -0.41100 -1.6 -0.9 -0.6 -1.14
C 1.29747 -3.52692 -2.36668 2.5 0.6 2.2 0.20
C 2.12336 -4.32344 -3.28703 5.9 2.3 -0.9 -1.61
H 2.86367 -3.34301 1.01518 4.5 -5.4 2.6 0.86
H 1.87705 -2.22314 1.71167 -0.4 -1.0 -2.1 0.07
H 2.81121 -2.31414 0.09079 -2.4 0.4 -0.1 0.34
H -0.01107 -2.70319 -0.09210 2.1 -1.2 -0.3 -0.10
H 0.16969 -3.95056 0.78805 -1.3 -2.9 2.5 0.77
H -0.19445 -5.97748 -2.27272 0.6 1.0 -2.0 0.47
H -0.87401 -4.76840 -1.20390 -3.3 0.8 0.3 0.16
H 0.01308 -6.11932 0.57816 0.4 -0.6 0.3 0.30
H 1.01570 -7.22720 -0.57517 -1.7 1.4 0.3 0.28
H -0.93341 -7.25686 -0.53417 2.5 1.5 0.3 0.32
H 1.84411 -2.56844 -2.10468 -0.5 -1.2 0.1 0.47
H 0.46925 -3.20025 -2.88207 -2.6 0.6 -0.9 -0.24
H 2.31522 -3.89833 -4.31317 -0.2 0.8 1.0 0.40
H 1.69352 -5.14501 -3.64703 -1.9 -4.1 -0.4 0.47
H 3.27820 -4.55282 -2.91031 -3.2 0.4 -0.6 0.22
C -1.36630 -2.52541 -8.98816 -3.6 1.5 -2.6 -1.48
C -2.47273 -2.30178 -7.98728 1.8 -0.8 3.0 -0.71
N -2.09201 -1.37023 -6.92197 1.1 0.5 1.7 0.35
C -3.09436 -0.42102 -6.47667 -0.1 0.8 0.4 0.00
C -4.41702 -1.07118 -5.85833 5.3 8.4 2.1 -2.26
C -1.50356 -2.08120 -5.78828 1.2 1.9 2.4 -0.55
C -0.33010 -1.12035 -5.12440 1.9 -4.7 -2.8 -0.57
H -0.48053 -2.85085 -8.63125 2.6 -1.9 1.3 0.39
H -1.12056 -1.50812 -9.29129 0.0 0.1 -0.6 0.36
H -1.79562 -3.09125 -9.89890 1.1 0.7 1.4 0.33
H -2.69696 -3.17647 -7.35025 -0.8 -0.5 -1.4 0.45
H -3.25807 -1.79884 -8.41059 -2.4 0.3 -1.5 0.58
H -3.21875 0.32850 -7.26390 -1.3 -0.9 -1.1 0.44
H -2.66899 0.43913 -5.91713 0.4 -1.3 1.2 -0.28
H -4.54927 -1.82186 -6.32725 -1.5 -10.0 -6.4 1.06
H -5.16363 -0.49790 -6.19041 -3.3 2.6 -0.3 0.58
H -4.45067 -1.40640 -4.90454 0.2 0.0 3.4 0.49
H -0.92983 -2.87783 -6.16560 0.3 -1.5 -0.4 0.58
H -2.24220 -2.46591 -4.93105 1.2 0.8 -1.9 0.03
H -0.80484 -0.32908 -4.78998 -1.9 4.5 1.1 -0.18
H 0.50302 -0.96487 -5.90350 -1.7 0.3 0.9 0.30
H 0.25684 -1.46220 -4.26596 -0.5 -0.8 0.1 0.23
C -2.68627 -1.69745 -1.81773 -3.2 -1.8 -1.6 -1.27
C -2.91957 -1.97106 -0.31397 -0.2 2.7 -3.7 -0.94
C -2.14870 -1.00514 0.42762 1.1 3.4 3.9 -0.45
C -1.90701 -1.42943 1.95011 3.7 2.4 -2.0 -0.89
C -1.52007 -0.26997 2.93094 -3.9 0.2 -1.3 0.36
C -1.13594 -0.78892 4.24169 1.9 -3.8 -1.7 -1.89
H -2.98013 -0.68965 -2.01170 -0.6 0.8 -0.3 0.38
H -3.29277 -2.41002 -2.54217 0.3 1.4 1.6 0.26
H -1.80970 -1.77832 -2.38703 2.5 -0.3 0.6 0.32
H -2.75249 -2.93217 -0.11651 0.7 -4.0 1.2 0.61
H -3.91294 -1.66096 -0.09723 -1.3 -0.7 -0.1 0.51
H -2.83879 -0.10884 0.64765 1.1 -0.7 -0.9 0.43
H -1.24106 -0.58721 -0.12058 -0.8 -0.7 1.0 0.32
H -1.09073 -2.15332 2.01105 0.8 0.2 -0.3 -0.01
H -2.60437 -2.07331 2.27291 -3.6 -1.6 1.3 0.75
H -2.39631 0.54834 3.10378 1.2 -2.2 -0.3 0.18
H -0.92394 0.37809 2.41332 2.6 1.3 -1.2 -0.10
H -0.81103 -0.14085 4.89869 1.9 4.0 3.1 0.68
H -0.39480 -1.67050 4.38859 -1.2 1.2 -1.0 0.21
H -2.03607 -1.04645 4.62236 -2.8 -1.7 1.7 0.54
```
Forces are in eV/Å.

Summary:
relative energy (zero: lowest compared OMol25 entry of this formula, charge and spin): 3.164 eV
structure (SMILES): CCN(CC)CC.CCN(CC)CC.CCN(CC)CC.CCN(CC)CC.CCN(CC)CC.CCCCCC
frontier orbital gap: 8.567 eV